# 1
53
Properties=species:S:1:pos:R:3 method="wB97M-V/def2-TZVPD" lumo_energy_ev=2.201 total_charge=-1 homo_lumo_gap_ev=4.381
H -1.8557 -5.7214 -0.4878
C 5.4034 0.7194 -1.0402
C 4.0609 0.5051 -1.0642
H 0.2989 0.6824 1.8071
C 0.2333 -0.3666 2.1603
H -3.4567 -0.8755 2.4092
O -2.7626 0.7180 -0.8838
O 1.3267 0.0811 -1.3216
H -2.2018 -3.0751 2.7244
H -4.8932 2.7232 -2.0736
N -0.3485 2.0415 -0.7883
C -0.4513 -3.8741 1.7191
H -2.7190 -4.3569 -1.3872
C 4.9860 3.0607 -0.5479
H -2.2159 -0.1969 3.5071
H 2.9590 3.6397 -0.1636
H 1.5710 -4.4499 -0.0787
P -1.2431 -1.2044 1.4757
P -0.7228 -3.5970 -0.1351
H 0.9348 -4.5759 -1.7037
H -2.8612 -4.5610 0.3836
C -2.4061 3.0554 -1.2070
H -0.6329 -2.4702 3.3582
H 0.1610 -0.3193 3.2145
C -2.1906 -4.6953 -0.4511
H -0.8530 -4.8413 1.9832
C -2.5181 -0.3332 2.4846
H 0.5996 -3.8268 1.8795
H 0.1671 4.2328 -2.5534
H 6.0992 -0.0650 -1.0810
C -0.3411 4.3985 -1.6233
C -3.1739 1.8918 -1.0793
C -1.0287 3.1723 -1.0846
H 0.3698 4.8067 -0.9076
H 5.4268 4.0498 -0.3567
C 5.9011 2.0149 -0.9150
H -2.9710 3.9496 -1.3236
C 3.1636 1.5123 -0.7495
H -1.2230 5.0785 -1.7585
H 6.9513 2.2322 -0.9516
C 0.6745 -4.6863 -0.6755
C 1.7100 1.1941 -0.8897
H -4.8395 3.0591 -0.3664
C -1.1840 -2.7596 2.4722
H -2.7335 0.6678 2.0116
H 0.4308 -5.7583 -0.4697
H 1.1474 -0.8599 1.8552
C -4.6362 2.2675 -1.0950
N 0.9083 2.1920 -0.4830
Na -0.9713 -0.2376 -1.1593
H 3.5722 -0.4713 -1.1671
C 3.6272 2.8137 -0.4701
H -5.2489 1.4185 -0.9516



# 2
95
Properties=species:S:1:pos:R:3 method="wB97M-V/def2-TZVPD" lumo_energy_ev="-9.223 / -13.061" relative_energy_kj_mol=336.0 multiplicity=5 total_charge=+3 homo_lumo_gap_ev="5.662 / 4.890"
C 2.4165 -2.1801 2.3133
H 5.2161 2.0618 -0.6697
H -4.0453 3.8767 1.9129
H -1.9414 1.6741 -2.2174
H -1.0033 -1.8365 -5.2910
H -3.6110 -1.5854 -1.1064
C -1.8822 -3.3549 0.8464
H -5.3851 0.5279 -1.8033
C -3.3962 1.8186 1.8266
H -4.7187 0.1586 2.4509
H -5.3451 -0.0397 -0.1321
Os 0.0121 0.5665 0.3922
P -2.3784 0.6993 0.6321
C 1.4400 -1.8204 -3.8948
H 4.4091 0.7070 -2.7401
C 1.8858 -2.0584 -0.1531
H 1.3768 2.7314 2.5702
H 0.1545 0.9387 -5.5010
H 1.1007 -2.6013 -3.1855
C -2.5753 -0.9908 1.3787
H 4.3159 -0.8289 -1.8498
C -4.9300 0.7107 -0.8169
H -5.2474 1.7165 -0.5165
C 3.8639 -0.1774 2.5794
H 3.8131 -0.6392 3.5746
O 0.0132 3.5773 0.4192
C 1.1605 1.8293 4.4640
H 2.4585 -2.4453 -0.9861
H 3.2917 0.7529 2.6316
H -3.5186 -0.7523 -2.6728
C -4.7738 1.2264 2.2023
H 1.7735 1.9608 -1.8619
N -0.4049 -1.5562 0.3597
C 3.7768 0.1022 -2.0734
C 3.2907 -1.1582 1.5650
H 1.6576 0.0187 -5.8121
H 1.5715 1.1665 -4.4793
H -2.7649 -3.6551 1.3442
C 0.5882 0.6180 4.7894
C 0.4249 -0.6510 -4.0834
P 2.1846 -0.2831 0.2035
C -1.5887 -1.9965 0.8363
H -0.3750 -0.9141 3.4870
H -1.7568 -0.6196 -4.2365
H -1.2864 -5.2795 0.1189
H 4.7119 -2.7879 1.4529
H 4.1111 -2.4009 -0.1267
C 0.1294 0.0410 3.6248
N 0.3972 0.8501 2.5701
H -2.4751 1.0685 3.6682
C -0.0098 0.3357 -2.9459
H 1.5272 -1.6879 2.7151
C 4.6301 1.3664 -0.0458
H -4.1864 3.2040 0.2838
H -3.6155 -1.3168 1.2215
C 3.4012 0.9098 -0.8400
C -3.4065 0.5968 -0.9884
H 1.6334 2.5973 5.0422
H -1.6925 2.5238 2.9940
H 4.9161 0.0591 2.3844
C 0.9902 0.4046 -5.0387
C -2.6478 2.0149 3.1484
H -5.5400 1.3706 1.4328
C 0.1128 -3.7707 -0.4248
C -3.5609 3.2073 1.1835
H 2.9931 -2.6569 3.1124
C -0.9194 -1.3291 -4.3297
C 2.7000 2.1939 -1.3222
C 0.5368 -2.4431 -0.1643
H -3.1358 2.7337 -1.4482
H 5.3035 0.5502 0.2339
C -3.1272 -0.7599 -1.6436
H 2.0848 -3.0147 1.6740
H 2.4794 2.8754 -0.4913
H -1.0603 -2.1015 -3.5535
H 4.3260 1.9225 0.8511
H -5.1446 1.7464 3.1010
H 0.5147 0.1875 5.7887
H 3.3778 2.7270 -2.0149
H 1.5653 -2.3577 -4.8625
H -2.5813 3.6406 0.9344
H 2.8649 -0.1218 -2.6352
H -3.6121 1.7120 -2.8247
C 4.4203 -1.9341 0.8219
H 2.4721 -1.5522 -3.6174
C -2.9865 1.7498 -1.9160
N 1.0286 1.9375 3.1049
C -1.0389 -4.2264 0.1836
H 0.8198 -4.3999 -0.9769
H -3.2528 2.6524 3.8136
N -0.1147 0.4810 -1.7545
H -2.4878 -0.9237 2.4755
H 5.3099 -1.3301 0.5795
H -2.0573 -0.9628 -1.6994
C 0.0278 2.4022 0.4535



# 3
24
Properties=species:S:1:pos:R:3 method="wB97M-V/def2-TZVPD" lumo_energy_ev=0.629 relative_energy_kj_mol=80.2 homo_lumo_gap_ev=9.277 smiles=O[C@]1(S)CCCc2ccccc21
H -2.4711 -1.5056 -1.9118
C -1.9294 0.7592 -0.6520
C 0.2230 -0.8738 -0.1392
C 0.2833 1.6801 0.0244
H 3.9390 -0.8693 0.6081
C 2.9086 -0.9864 0.4501
H -1.2894 1.1443 1.2827
C -1.2029 1.6008 0.3814
H -1.5423 2.6266 0.5242
H 2.7010 -3.1752 0.0998
C 0.9318 0.3368 0.0480
H -3.4066 -0.9578 1.2721
O -1.5649 -1.5235 -1.4514
H -2.9954 0.7968 -0.4414
C 0.8051 -2.1173 -0.0781
C 2.3045 0.2552 0.3385
C -1.4142 -0.6793 -0.4561
S -2.1583 -1.3384 1.2774
H 2.9785 1.0773 0.4991
H 0.7917 2.2430 0.8625
H 0.2455 -2.9833 -0.4609
C 2.2060 -2.1723 0.1465
H 0.7104 2.0663 -0.8875
H -1.6121 1.1507 -1.6479



# 4
18
Properties=species:S:1:pos:R:3 method="wB97M-V/def2-TZVPD" lumo_energy_ev="-4.177 / -4.278" relative_energy_kj_mol=54.4 multiplicity=2 total_charge=+1 homo_lumo_gap_ev="7.436 / 10.462"
C 1.2738 1.5333 -3.9917
C -1.8698 -0.1320 1.3683
O -2.5466 0.0460 2.2708
O 2.0466 -2.0373 1.6254
Cu -0.1497 0.3264 -0.2251
H 1.6622 2.3486 2.8224
O -0.8923 -2.1596 -1.5872
H 1.0290 0.6356 2.9031
C 0.8670 1.6450 2.4793
O 1.7649 1.9115 -4.9441
C 1.2863 -1.5440 0.9401
H -0.1339 2.0782 2.7156
O -1.3116 2.1825 -2.2219
H 1.9249 1.8432 0.8103
O 1.0056 1.5438 1.0775
C -1.0011 1.2731 -1.5847
C -0.1224 -1.3160 -1.4010
H 0.8822 -0.7476 -1.5970



# 5
12
Properties=species:S:1:pos:R:3 method="wB97M-V/def2-TZVPD" lumo_energy_ev=0.689 relative_energy_kj_mol=751.6 homo_lumo_gap_ev=8.942
C -1.7762 0.0603 0.0496
H 1.4652 0.7406 -1.1612
C -0.4160 0.1983 0.7354
H -2.3961 0.7836 0.3374
C 1.0161 0.1671 1.2584
C 0.6994 -0.7742 0.1618
C -0.4854 0.5040 -0.6173
H -2.3389 -0.8282 -0.0901
C 0.7388 -0.0668 -1.2532
H 1.6039 1.2156 1.1341
H 0.5410 -0.5720 -2.1425
H 1.2225 -0.4169 2.1230



# 6
29
Properties=species:S:1:pos:R:3 method="wB97M-V/def2-TZVPD" lumo_energy_ev=0.435 relative_energy_kj_mol=428.2 homo_lumo_gap_ev=9.564 smiles="NCCNCC=O.O.O.O.O"
H 0.2447 -0.7451 3.2794
H 2.6434 0.8869 -0.1617
O 0.3995 0.2266 3.1956
N -2.0583 0.8021 -1.2175
H -2.0072 0.8867 1.8683
O -2.0032 -0.0288 2.2671
H -0.5753 1.4026 -2.5845
C 2.3888 -1.0026 0.7753
H 1.8666 0.9146 1.4306
H -1.4934 2.6937 -1.8552
O 1.2775 -1.6193 -2.7346
H -0.0926 -0.2481 0.0378
H 1.7687 -1.8386 -1.9885
H -0.2064 2.0064 0.3663
H 3.3478 -1.1045 0.8981
H -1.9628 -0.1591 -1.0596
N 0.6651 0.3367 -0.3951
O 1.7321 -1.9726 1.0281
C -1.0433 1.6804 -1.6905
H -1.7149 -2.8823 0.0936
H 0.6240 -1.0901 -2.5177
H -2.0092 -0.5356 1.4260
O -1.1649 -2.1114 -0.2022
H 1.0981 2.1641 -1.1153
C 1.8384 0.4193 0.4343
H -0.5981 0.6792 3.2225
H -2.8241 0.9348 -1.9562
C 0.1898 1.7007 -0.6343
H -0.3306 -2.3967 -0.2103



# 7
16
Properties=species:S:1:pos:R:3 method="wB97M-V/def2-TZVPD" lumo_energy_ev=0.455 relative_energy_kj_mol=340.1 homo_lumo_gap_ev=8.926
C 2.0862 -0.1540 -0.0926
C -0.6825 -0.9063 1.3017
H -0.5250 0.0115 1.8362
O 1.0898 1.4601 -1.5349
H 0.0221 -1.6936 1.6146
C -0.4264 -0.0492 -0.5889
H 3.0360 0.1877 -0.5078
C -1.6141 0.8517 -0.7754
H -2.5521 0.2930 -0.7524
C 0.9188 0.5165 -0.7737
H 2.0015 -1.2335 -0.2119
H -1.6492 1.6605 -0.0307
H -1.5387 1.3400 -1.7550
H 2.0782 0.0710 0.9753
H -0.5307 -1.0818 -0.1160
H -1.7139 -1.2736 1.4117



# 8
9
Properties=species:S:1:pos:R:3 method="wB97M-V/def2-TZVPD" lumo_energy_ev=0.162 relative_energy_kj_mol=435.5 homo_lumo_gap_ev=9.982
H -1.4809 -0.1036 -0.3977
C -0.8348 0.6974 -0.4604
H 1.6031 -1.1173 1.4150
Cl -1.2085 2.1841 0.3851
C 0.4156 0.1566 0.1812
H 1.2449 1.0431 0.7590
Cl -0.8270 1.0342 -2.2483
H 0.3238 -2.6165 -0.0194
C 0.7637 -1.2780 0.3855



# 9
109
Properties=species:S:1:pos:R:3 method="wB97M-V/def2-TZVPD" lumo_energy_ev=-0.942 homo_lumo_gap_ev=6.611 smiles="O=C1c2ccccc2C(=O)N1C[SH](=O)=O.CN(C)P(=O)(N(C)C)N(C)C.CN(C)P(=O)(N(C)C)N(C)C.CN(C)P(=O)(N(C)C)N(C)C"
C 0.5852 -9.2980 -5.1374
H 7.9254 6.4510 -0.5191
H 0.0432 -3.4208 0.1706
H -0.8594 8.1489 6.7394
H -0.4781 -2.3512 -2.4209
H 1.1335 -8.1838 -7.3074
H -1.4453 8.7868 2.1254
H -3.1799 5.1381 6.0236
C -0.8478 8.1162 2.7500
H -3.4008 -0.7129 -1.6898
O 4.7393 1.7599 -1.8718
N -0.3884 6.7129 5.2494
H -1.9495 6.8033 6.6579
C 0.9427 -7.4393 -6.5288
H 0.5148 -6.5864 -7.0563
C -3.0528 -2.3504 2.8767
N -2.3329 0.1208 -0.0442
C 7.1670 2.5090 0.7664
C -3.4815 0.0658 -0.9256
H -3.6330 1.0030 -1.4707
H -4.4034 -0.0838 -0.3607
H -2.0083 8.0872 5.4272
C -2.1953 6.4190 1.8447
H 4.7824 2.8962 2.0526
N -1.6163 6.9103 3.1220
H 1.7044 6.3955 5.2159
H -1.4407 2.9222 3.5858
N -2.8616 -2.2128 1.4349
N -2.1664 4.8138 4.1927
H -2.7986 7.1975 1.3680
H -0.0526 -9.8427 -4.4413
H -4.0310 -2.5371 -0.3133
C -1.6513 -8.1469 -2.1168
H -2.0933 -2.4049 3.3941
O 3.1689 4.2795 0.0349
H 3.7830 1.3505 2.2062
H -2.1690 -9.0829 -1.8779
H -3.4944 6.3717 4.7766
C -1.3451 7.4655 6.0358
H -3.0345 -9.2947 -3.9536
C 8.6163 4.7070 0.9347
P -0.6766 5.6440 3.9400
H 0.6706 -4.6161 -6.0177
H -0.7127 -8.1727 -1.5603
H -2.1320 -4.8875 -6.5406
C -0.6216 -1.6167 -1.6228
H -4.2208 4.8054 4.6361
C -3.3005 5.3119 4.9495
C -0.0886 -4.4935 -5.2367
O -0.2733 -6.0685 -2.8010
C -1.9803 -5.8110 -5.9731
H -0.9696 1.5782 0.6619
H -0.5772 8.7130 3.6216
C -0.9646 -3.4927 -0.2514
H -0.8072 1.1981 -1.0518
O 7.0343 -0.0115 1.3665
H 5.8992 5.0172 -1.6995
C 6.3117 3.1512 -0.3710
C 5.2638 2.0183 -0.7746
C 6.5253 1.0662 0.9814
O -1.6597 -0.2878 2.1730
H -2.9196 -5.9725 -5.4416
H 0.4322 -4.2103 -4.3182
P -1.6301 -1.1351 0.8879
H 0.6717 -9.9358 -6.0221
N -1.4045 -8.0297 -3.5523
H -0.7167 -3.6384 -5.5035
H 1.9008 -7.1377 -6.0950
C -4.1270 -2.4664 0.7713
H -2.1494 2.1996 -0.4666
H 0.3590 -1.3435 -1.2221
H -2.2629 -7.3163 -1.7471
H -3.4092 -7.5721 -4.0590
H -4.8749 -1.7058 1.0182
H -1.4091 6.1071 1.1490
C -2.6370 -8.3208 -4.2621
H -3.1019 2.9107 4.1225
C -2.1210 3.3575 4.3197
H -1.8049 3.0536 5.3238
C 6.5606 4.5815 -0.8864
N -0.8681 -5.7133 -5.0488
H -2.4957 -8.4079 -5.3405
H -3.6316 -1.5143 3.2850
C 4.2480 2.0804 1.4514
C 7.7298 5.3684 -0.1867
H -3.5800 -3.2801 3.1206
C 8.3488 3.2401 1.4348
H -2.8663 5.5724 1.9904
P -0.1743 -6.9365 -4.0680
N 0.0256 -7.9699 -5.4989
O 0.1673 4.5317 4.5901
H 1.1760 7.5053 6.4570
H 1.2079 8.0257 4.7618
H 1.8594 3.1791 1.6062
H 1.5738 -9.1977 -4.6773
H 0.0655 7.8573 2.2060
H 9.4562 5.3288 1.3871
H -4.5321 -3.4375 1.0792
O 2.0991 2.0243 -0.4059
H -1.8520 -6.6007 -6.7192
C -1.5323 1.3246 -0.2403
H -0.9264 -4.1164 -1.1498
S 2.8044 2.9078 0.5921
H -1.5851 -4.0382 0.4597
H 8.9641 2.7217 2.2359
C 0.9804 7.1861 5.4291
H -1.0509 -0.7452 -2.1182
N -1.5093 -2.1463 -0.5667
N 5.1265 1.2963 0.5382



# 10
42
Properties=species:S:1:pos:R:3 method="wB97M-V/def2-TZVPD" lumo_energy_ev=-0.422 relative_energy_kj_mol=0.0 homo_lumo_gap_ev=6.129
C 1.5819 -0.0083 -3.2610
C 0.5742 4.1134 -0.3376
H 2.2527 1.2495 0.4517
H -3.3545 0.4514 0.4434
H 1.7576 0.8428 -3.9082
H 1.6959 3.4907 1.3967
O 1.9734 -2.1896 -2.8560
H 0.6288 -2.8143 3.4090
H -3.1319 -0.4369 -1.0702
H -0.9382 -2.1801 5.3075
C -2.6080 -0.6899 2.7178
H 2.2110 -0.2515 -1.2666
H 1.6934 -2.9128 1.5720
C -1.1513 -1.8762 4.2812
H 0.3368 -1.7178 -1.8779
H -0.3930 4.4717 -2.2432
C 0.0723 -0.7251 -1.5099
N -1.5830 -0.5590 0.3817
C 1.3173 0.1223 -1.7983
H -0.7643 -0.2930 -2.0789
C 1.3474 3.2155 0.4099
C 0.4803 2.5115 -2.1640
H 0.2598 2.2790 -3.2111
C -0.5803 -1.7851 1.9597
O 2.3650 -1.4766 -4.8864
C -2.6210 0.1807 -0.3160
C -0.2760 -2.2346 3.2414
C 1.6187 1.9444 -0.1044
H 1.2165 -3.4012 -0.0617
Br 0.0499 5.7676 0.4098
H -3.4903 -0.0950 2.4887
N 1.9681 -1.2396 -3.7117
C -2.3060 -1.1165 4.0226
C 1.1268 1.5747 -1.3556
C -1.7119 -1.0311 1.7058
N 0.2013 -1.7446 0.7894
C 0.1730 3.7755 -1.6371
H -2.9658 -0.8547 4.8506
C 1.4011 -2.5356 0.5922
H 2.2158 -1.9439 0.1565
H -2.2382 1.0895 -0.8013
C -0.4054 -0.9673 -0.1307



# 11
11
Properties=species:S:1:pos:R:3 method="wB97M-V/def2-TZVPD" lumo_energy_ev=-0.290 relative_energy_kj_mol=273.4 homo_lumo_gap_ev=8.809
O -1.1749 2.1054 -0.7924
H 2.7183 0.8759 -0.0132
C -1.4469 -0.2258 -0.4837
H 0.8683 -2.3837 0.3834
N 2.0792 0.5497 0.7108
C 0.4961 -1.3798 0.2046
H -2.4160 -0.2837 -0.9847
C 1.3334 -0.3752 0.4205
C -1.0359 1.1537 -0.0591
H -0.6299 1.2738 0.9638
N -0.7916 -1.3102 -0.3499



# 12
80
Properties=species:S:1:pos:R:3 method="wB97M-V/def2-TZVPD" lumo_energy_ev=-4.397 total_charge=+1 homo_lumo_gap_ev=6.852
H -5.7189 -1.5049 2.2199
N -2.9402 -2.0080 0.1997
H 2.5359 -3.6334 -1.2081
H 1.3980 4.5981 1.7432
H 5.7299 -3.0394 2.3266
N 0.7474 1.3650 -5.0126
H -1.8132 -0.5173 2.0535
H 1.4006 1.1514 -0.5541
H -7.1094 0.8839 3.9330
C -0.1668 6.0767 3.1131
C 0.4502 0.1277 -5.7105
C 3.9269 -2.3540 0.5767
C -6.9724 1.3625 2.9615
H -7.4399 -1.0510 2.2914
O 0.7112 2.5350 -3.0539
N -6.0894 0.5466 2.1482
C 0.5078 3.9930 1.9048
N 1.9863 0.4167 -0.9509
H 2.9582 0.6991 -1.0396
C -0.8457 -0.9348 -0.5007
N -1.4351 -1.4619 1.9597
H 0.0353 0.6322 -3.2352
H 3.9190 -1.1722 -1.1855
H -0.7203 0.0584 0.0027
H 0.0083 -0.6033 -5.0333
H 5.1243 -4.0978 -0.1854
C 1.8614 -0.8467 -0.1403
H 2.8796 -2.7239 -2.6451
N -0.9387 -3.2861 0.5061
S -0.0337 -3.3083 -2.6664
H 4.2225 -1.5718 1.3195
H -3.3819 -2.5004 0.9821
H 5.7703 -2.4531 -0.7007
H 0.7267 6.0590 3.7405
H 2.3030 2.7252 -5.2998
H 6.9323 -2.1502 1.3454
H -3.2815 -1.0327 0.2868
H 0.0701 3.7188 0.9415
F 4.0699 0.8539 1.1213
N -0.4735 4.7262 2.6808
C 1.7731 -0.3204 1.3354
H 0.6870 3.3354 -5.6945
H -4.7226 2.0568 1.9622
C 5.2695 -3.0332 0.1164
C 6.2627 -3.0458 1.3403
C -1.5154 -1.9255 0.5693
O -1.9575 2.9927 2.6402
H -7.9387 1.4531 2.4617
H 0.7776 0.1660 1.4971
C 3.1292 -1.6780 -0.5746
H -6.5532 2.3566 3.1097
O -1.2880 -2.6685 -2.9300
O 0.7076 -3.4031 -3.8924
C 2.8303 0.7470 1.7113
H -2.3225 4.7610 3.5677
H -1.6230 -3.8532 -0.0039
H 6.9179 -3.9457 1.3457
H 0.0175 6.7015 2.2367
H 1.3739 -0.2822 -6.1249
H 0.7768 3.0811 2.4392
H -0.4970 -1.5405 2.3531
Br 2.8989 -3.7059 1.5848
H 1.8466 -1.1264 2.1142
C 2.4211 -2.5961 -1.6425
H 1.4925 2.1866 -6.7921
F -0.2375 -4.7807 -2.0986
N 0.9455 -2.3722 -1.6369
O -4.1386 0.3766 0.9825
C 1.3436 2.4657 -5.7508
H -0.9035 -3.6518 1.4585
H -6.5437 -0.9391 0.7560
C -1.6450 4.1241 2.9761
H -1.4866 -0.8198 -1.4002
C 0.5678 -1.4349 -0.7961
C -6.4781 -0.8189 1.8389
O 2.5797 1.4884 2.5701
C 0.4876 1.5269 -3.6995
C -4.9242 1.0147 1.6725
H -0.9940 6.4976 3.6830
H -0.2514 0.3321 -6.5216



no.,largest force on an atom (hartree/bohr)
1,0.0872
2,0.1557
3,0.0936
4,0.1104
5,0.0799
6,0.1324
7,0.0361
8,0.1031
9,0.1709
10,0.0246
11,0.0133
12,0.1092